C17H19Br4Cl2F6LiNO9S as an isolated structure. Source: the Open Molecules 2025 dataset; level of theory: ωB97M-V/def2-TZVPD.

## Properties
HOMO level   -0.181 Ha
Total charge   -1
Multiplicity   1
Electronic energy   -370392.4153 eV
Orbital gap   2.10 eV

Each line ends with the Mulliken charge.
Cartesian coordinates (Å):
C 4.57090 1.02748 0.71064  -0.94
C 5.31109 2.47041 0.75868  0.54
C 6.81140 2.20926 0.20310  -1.35
C 4.61232 3.55158 -0.24814  -0.61
C 3.49152 4.45153 0.53354  -0.89
C 2.12541 3.60992 0.43405  0.19
C 1.53886 2.93646 1.68821  -0.83
C 0.20946 2.07399 1.58524  0.02
C -0.27602 1.39463 2.93205  0.81
O 0.63132 1.11616 3.78065  -0.53
O -1.63178 1.11971 3.28216  -0.49
Br -1.53641 -0.27222 4.52470  0.15
C -0.46927 1.95722 0.18358  0.59
C -1.77986 1.07741 -0.02980  -0.57
C -2.98820 1.88740 -0.73813  -0.63
C -3.80922 1.00858 -1.77368  0.21
F -4.73616 1.67672 -2.66910  -0.30
C -3.75088 -0.42380 -1.89407  0.38
F -3.06522 -0.96665 -3.03551  -0.21
F -4.35625 -1.33548 -0.99154  -0.08
C 0.19542 2.69732 -1.01440  -0.61
N 1.41662 3.46920 -0.84037  0.01
H 3.76688 0.91247 1.53472  0.13
H 4.11818 0.78744 -0.31330  0.09
H 5.33600 0.18532 0.92405  0.42
H 5.30638 2.93410 1.81526  0.23
H 7.44828 3.16057 0.16690  0.37
H 7.38766 1.46456 0.87594  0.37
H 6.73769 1.68854 -0.82563  0.27
H 4.16495 3.01433 -1.16580  0.30
H 5.46637 4.24130 -0.60008  0.35
H 3.79891 4.50137 1.63448  0.34
H 3.37710 5.49883 0.07098  0.33
H 2.03875 3.03182 2.71992  0.31
H -2.21177 0.62138 0.92184  0.35
H -1.45699 0.18089 -0.69064  0.31
H -3.71743 2.19263 0.10991  0.30
H -2.65045 2.89182 -1.20451  0.34
H -0.24908 2.64153 -2.07728  0.50
H 1.85686 3.96727 -1.63766  0.37
C 0.61062 -2.41282 0.72699  -0.16
Br 0.69027 -0.50389 1.09071  0.17
Br -1.21320 -3.04533 0.61676  0.19
Br 1.64620 -2.88665 -0.85221  -0.19
H 1.07296 -2.92001 1.57714  0.23
Cl -3.91444 -3.46573 -0.33748  -0.53
Li 1.45934 -0.38932 -1.85707  0.74
C -5.67150 -4.83068 -3.29763  0.58
F -5.84404 -5.38269 -2.06940  -0.22
F -5.56150 -3.49103 -3.09353  -0.21
F -4.44874 -5.24308 -3.72152  -0.25
S -7.03596 -5.26967 -4.48600  1.13
O -8.25383 -4.75246 -3.86844  -0.67
O -7.00043 -6.72629 -4.57850  -0.68
O -6.68061 -4.59556 -5.73258  -0.68
O -1.73466 -4.07992 4.13420  -0.62
Cl -0.57986 -4.94993 4.04954  1.64
O 0.50934 -4.24122 3.39441  -0.70
O -0.91571 -6.12832 3.28290  -0.64
O -0.16756 -5.33842 5.38078  -0.68



One molecule with the formula C5H5N. Source: the Open Molecules 2025 dataset; level of theory: ωB97M-V/def2-TZVPD.

## Properties
HOMO level   -0.356 Ha
Energy above the lowest of the compared OMol25 structures with the same formula, charge and spin   78.4 kcal/mol
Structure (SMILES)   N#CCC1C=C1
Multiplicity   1
Electronic energy   -6752.5101 eV
Orbital gap   10.68 eV

Each line ends with the Mulliken charge.
Cartesian coordinates (Å):
N 2.02316 -1.31547 0.73290  -0.41
C 1.44708 -0.34040 0.83625  0.20
C 0.53474 0.80254 0.79080  -0.32
C -0.41363 0.45784 -0.32658  -0.35
C -1.24900 -0.68979 -0.25172  -0.21
C -0.34230 -0.70049 -1.23625  -0.42
H -0.10858 1.03021 1.72717  0.24
H 1.12890 1.72655 0.53868  0.27
H -0.83168 1.42977 -0.76246  0.32
H -2.19992 -1.23000 0.06668  0.31
H 0.01122 -1.17074 -2.11547  0.37



One molecule with the formula C4H6N2O2. Source: the Open Molecules 2025 dataset; level of theory: ωB97M-V/def2-TZVPD.

## Properties
HOMO level   -0.294 Ha
Energy above the lowest of the compared OMol25 structures with the same formula, charge and spin   75.1 kcal/mol
Structure (SMILES)   Nc1c(O)c[nH]c1O
Multiplicity   1
Electronic energy   -11317.7873 eV
Orbital gap   8.54 eV

Each line ends with the Mulliken charge.
Cartesian coordinates (Å):
N -0.09483 1.78007 0.07851  -0.60
C 0.02868 0.40212 0.01638  0.82
C -1.14808 -0.46158 0.04025  0.23
O -2.42046 0.06079 -0.32988  -0.53
C -0.69734 -1.67719 -0.09662  -0.62
N 0.73729 -1.61671 0.03056  -0.01
C 1.17563 -0.32027 -0.06970  -0.46
O 2.45651 0.08660 -0.31866  -0.56
H -0.15560 2.38874 -0.82600  0.23
H 0.31100 2.46837 0.82011  0.28
H -2.31516 0.89944 0.19565  0.37
H -1.37017 -2.60493 0.19906  0.26
H 1.32912 -2.42981 0.18805  0.21
H 2.16342 1.02436 0.07227  0.39



A 2-piece molecular cluster, C3H8O overall. Source: the Open Molecules 2025 dataset; level of theory: ωB97M-V/def2-TZVPD.

## Properties
HOMO level   -0.332 Ha
Energy above the lowest of the compared OMol25 structures with the same formula, charge and spin   24.5 kcal/mol
Structure (SMILES)   C=CO.C
Multiplicity   1
Electronic energy   -5287.0867 eV
Orbital gap   9.89 eV

Each line ends with the Mulliken charge.
Cartesian coordinates (Å):
C 1.19218 1.94632 -1.51564  -0.78
C 0.79912 0.98105 -0.69837  0.19
O 0.88028 -0.33010 -1.07933  -0.46
H 1.11151 2.94938 -1.12397  0.23
H 1.61963 1.81405 -2.49650  0.27
H 0.42934 1.17879 0.29924  0.27
H 0.39223 -0.85455 -0.47753  0.29
C -1.27693 -1.54125 1.43282  -0.92
H -1.02748 -2.46395 0.91693  0.28
H -2.32143 -1.43889 1.72281  0.29
H -1.18294 -0.71323 0.72599  0.09
H -0.61552 -1.52763 2.29356  0.27



A 2-piece molecular cluster, C3H7NO2 overall. Source: the Open Molecules 2025 dataset; level of theory: ωB97M-V/def2-TZVPD.

## Properties
HOMO level (alpha / beta)   0.008 / -0.117 Ha
Energy above the lowest of the compared OMol25 structures with the same formula, charge and spin   15.4 kcal/mol
Total charge   -1
Multiplicity   2
Electronic energy   -8808.5525 eV
Orbital gap (alpha / beta)   3.86 / 7.25 eV

Each line ends with the Mulliken spin population.
Cartesian coordinates (Å):
O -1.41052 0.18743 0.82332  0.22
C -1.18556 -1.07528 0.48926  0.72
C -1.41701 -1.56305 -0.92855  -0.10
H -0.81559 -1.73856 1.29113  0.03
H -1.48985 -0.67265 -1.55155  0.00
H -2.33417 -2.17802 -0.95712  0.07
H -0.58245 -2.21257 -1.22623  0.03
C 1.63651 1.22530 -0.27248  -0.01
N 1.21696 1.11810 1.01669  0.01
O 1.54104 0.39688 -1.14750  0.03
H 2.10910 2.20429 -0.49162  0.01
H 1.23062 1.99559 1.51493  0.00
H 0.32226 0.64442 1.24849  0.00



C10H12N4O4Pd as an isolated structure. Source: the Open Molecules 2025 dataset; level of theory: ωB97M-V/def2-TZVPD.

## Properties
HOMO level   -0.020 Ha
Energy above the lowest of the compared OMol25 structures with the same formula, charge and spin   13.4 kcal/mol
Total charge   -2
Multiplicity   1
Electronic energy   -28195.3526 eV
Orbital gap   6.15 eV

Each line ends with the Mulliken charge.
Cartesian coordinates (Å):
Pd 0.09825 0.44340 -0.50107  -0.26
O -2.50344 -1.23397 -3.47788  -0.76
C -1.93794 -0.49448 -2.64143  0.38
O -2.40430 0.49131 -2.02244  -0.67
C -0.49201 -0.89000 -2.27116  0.66
C -0.18645 -2.20855 -1.91449  -0.45
C 1.13831 -2.57388 -1.67550  -0.36
C 2.10762 -1.59264 -1.70372  -0.35
C 1.72474 -0.28064 -2.02730  -0.08
N 0.47642 0.06101 -2.47720  -0.91
H -0.99256 -2.92847 -1.88373  0.39
H 1.39477 -3.60079 -1.44190  0.33
H 3.13802 -1.80210 -1.44734  0.35
H 2.48267 0.47840 -2.16326  0.38
N -0.90551 3.31229 -1.79052  -0.68
N -0.25721 3.42346 -0.49878  -0.69
H -1.48952 2.47342 -1.78601  0.41
H -0.16376 3.07614 -2.43706  0.32
H 0.10561 2.49942 -0.22993  0.44
H -1.00333 3.57773 0.16906  0.34
O 2.16121 -0.70239 1.83947  -0.66
C 1.07810 -0.33610 2.25857  0.32
C 0.53127 -0.86344 3.59557  -0.29
C -0.84182 -0.22965 3.69456  -0.52
C -0.83527 0.79587 2.55549  0.39
O -1.68423 1.66934 2.47135  -0.67
N 0.22305 0.59453 1.71261  -0.25
H 1.20867 -0.53378 4.38652  0.21
H 0.54062 -1.95266 3.58332  0.24
H -1.06398 0.26205 4.64110  0.28
H -1.64800 -0.93481 3.48309  0.19